DFT (ωB97M-V with the def2-TZVPD basis set) results for a 3-piece molecular cluster, C3H8N2O2S overall.

Properties
Net charge ... 0
2S+1 ... 1

Each line ends with the natural charge from an NBO analysis.
Cartesian coordinates (Å):
C -0.18 2.31 0.41  0.379
C -0.49 2.52 1.79  -0.758
C -0.67 -2.89 -0.81  -0.270
N 0.59 0.03 1.21  -0.877
N 0.05 2.14 -0.69  -0.429
O 1.18 -0.17 -1.94  -0.960
O -0.82 -1.69 -0.13  -0.726
S 0.73 -1.06 0.30  1.275
H -0.54 1.56 2.35  0.304
H -1.32 3.29 1.87  0.255
H 0.37 3.00 2.33  0.259
H -1.67 -3.40 -0.76  0.203
H -0.04 -3.53 -0.43  0.159
H -0.19 -2.64 -1.77  0.186
H 0.83 0.71 -1.81  0.518
H 2.16 -0.19 -1.91  0.483

=====

DFT (ωB97M-V with the def2-TZVPD basis set) results for C51H55Ge2N7O5STi as an isolated structure.

Properties
Net charge ... 0
2S+1 ... 1

Each line ends with the Mulliken charge.
Cartesian coordinates (Å):
Ti -0.30 -0.15 0.07  -1.865
C 2.32 1.18 3.05  -1.233
O 1.05 0.69 2.65  0.164
C 0.12 0.46 3.61  0.761
C 0.41 0.28 4.95  -0.906
C -0.63 0.02 5.84  -0.823
C -1.94 -0.03 5.39  -0.991
C -2.22 0.16 4.04  -0.384
C -1.19 0.38 3.15  -0.430
N -1.41 0.63 1.75  2.160
N -2.34 1.49 1.61  -1.195
C -2.37 2.26 0.50  -0.985
C -1.12 2.49 -0.11  -0.410
O -0.08 1.81 0.21  -0.592
C -0.88 3.42 -1.23  -0.732
C -2.81 3.73 -2.10  -0.622
C -3.90 3.53 -1.08  0.306
C -5.15 4.09 -1.34  -0.381
C -6.15 4.10 -0.38  -0.932
C -5.90 3.55 0.87  -0.684
C -4.67 2.98 1.13  -0.806
C -3.65 2.97 0.18  0.413
H 2.21 2.00 3.75  0.502
H 2.93 0.40 3.49  0.298
H 2.81 1.53 2.14  0.206
H 1.43 0.32 5.30  0.482
H -0.40 -0.12 6.89  0.424
H -2.75 -0.23 6.08  0.397
H -3.23 0.14 3.66  0.475
H 0.19 3.56 -1.37  1.033
H -3.23 4.12 -3.02  0.778
H -5.33 4.52 -2.32  0.418
H -7.12 4.53 -0.62  0.409
H -6.68 3.55 1.62  0.428
H -4.49 2.53 2.10  0.475
N 7.03 -2.95 3.24  -0.530
C 5.91 -2.83 2.44  1.055
C 4.67 -2.51 3.01  -0.917
C 3.54 -2.44 2.22  -0.424
C 3.64 -2.68 0.85  -0.806
C 4.85 -3.00 0.28  -0.253
C 5.98 -3.08 1.07  -0.860
S 2.19 -2.62 -0.12  1.871
O 1.26 -3.55 0.44  -0.769
O 2.58 -2.83 -1.50  -0.770
N 1.56 -1.07 0.00  0.880
C 2.21 -0.18 -0.87  0.132
N 3.53 -0.18 -1.03  -0.451
C 4.02 0.64 -1.96  -0.858
C 3.22 1.49 -2.71  -1.125
C 1.88 1.45 -2.43  0.041
N 1.37 0.63 -1.51  1.034
H 7.01 -2.55 4.16  0.205
H 7.93 -2.96 2.79  0.206
H 4.60 -2.32 4.07  0.315
H 2.57 -2.22 2.65  0.518
H 4.90 -3.18 -0.79  0.533
H 6.94 -3.34 0.62  0.302
H 5.10 0.62 -2.09  0.492
H 3.63 2.14 -3.47  0.484
H 1.17 2.09 -2.95  0.174
O -0.09 -1.78 -2.10  -0.655
H -0.65 -2.44 -1.68  -0.507
H 0.77 -2.22 -2.22  0.250
C -2.18 -2.34 -4.28  -1.251
Ge -1.66 -0.45 -4.23  2.633
C 0.16 -0.40 -5.01  -1.187
C -2.80 0.38 -5.62  -1.392
Ge -1.82 0.55 -1.96  2.183
C -1.67 2.64 -2.37  1.864
C -1.75 4.66 -1.43  0.266
C -1.10 5.66 -2.34  -1.297
C -0.59 5.37 -3.54  -0.852
C -0.59 4.06 -4.20  -0.758
C -1.05 2.89 -3.72  -1.288
C -3.80 0.30 -1.72  0.754
C -4.66 0.59 -2.78  -0.799
C -6.03 0.36 -2.68  -0.874
C -6.56 -0.17 -1.51  -0.955
C -5.72 -0.45 -0.44  -0.980
C -4.35 -0.22 -0.55  0.319
H -2.40 -2.61 -5.32  0.624
H -3.07 -2.54 -3.67  0.280
H -1.37 -2.97 -3.91  0.203
H 0.18 -1.05 -5.89  0.552
H 0.90 -0.77 -4.29  0.110
H 0.46 0.60 -5.32  0.314
H -2.42 0.05 -6.59  0.533
H -2.79 1.48 -5.59  0.293
H -3.83 0.03 -5.51  0.410
H -2.11 5.14 -0.52  0.739
H -1.03 6.68 -1.98  0.403
H -0.13 6.18 -4.10  0.397
H -0.18 4.04 -5.21  0.481
H -0.98 2.04 -4.39  -0.304
H -4.26 1.01 -3.70  0.360
H -6.68 0.60 -3.51  0.392
H -7.63 -0.35 -1.43  0.397
H -6.12 -0.86 0.48  0.509
H -3.72 -0.44 0.29  0.074
C -3.79 -5.34 -0.85  -1.184
N -2.86 -4.35 -1.37  0.502
C -1.50 -4.87 -1.42  -0.585
C -3.00 -2.99 -0.81  -0.905
C -2.35 -2.77 0.56  1.584
C -2.84 -3.56 1.60  -0.693
C -2.17 -3.69 2.80  -1.590
C -0.96 -3.04 2.96  -1.118
C -0.53 -2.17 1.98  0.683
C -1.23 -1.93 0.78  2.024
H -3.88 -6.15 -1.57  0.398
H -4.78 -4.89 -0.74  0.337
H -3.49 -5.78 0.11  0.401
H -1.54 -5.92 -1.72  0.516
H -0.97 -4.81 -0.47  0.238
H -0.92 -4.35 -2.19  -0.059
H -4.06 -2.80 -0.77  0.884
H -2.59 -2.28 -1.53  -1.096
H -3.76 -4.12 1.45  0.667
H -2.57 -4.31 3.59  0.390
H -0.36 -3.18 3.86  0.491
H 0.43 -1.69 2.13  -0.765

=====

DFT (ωB97M-V with the def2-TZVPD basis set) results for a single C2H4O3Si molecule.

Properties
Net charge ... 0
2S+1 ... 1
Structure (SMILES) ... C[Si]1(C=O)OO1

Each line ends with the natural charge from an NBO analysis.
Cartesian coordinates (Å):
C 1.30 1.39 -0.55  0.155
C -1.55 -0.34 0.45  -1.109
O 0.67 2.40 -0.41  -0.511
O 1.10 -1.85 -0.69  -0.594
O 1.46 -1.43 0.66  -0.607
Si 0.30 -0.56 -0.09  1.746
H 2.25 1.26 -1.12  0.137
H -1.30 -0.56 1.50  0.252
H -1.96 0.67 0.28  0.269
H -2.28 -0.97 -0.04  0.263

=====

DFT (ωB97M-V with the def2-TZVPD basis set) results for a single C4H10O2 molecule.

Properties
Net charge ... 0
2S+1 ... 1

Each line ends with the natural charge from an NBO analysis.
Cartesian coordinates (Å):
C -2.12 -0.40 -0.28  -0.616
C -1.13 0.15 0.74  -0.498
C 0.14 -0.64 0.92  -0.332
O 0.91 -0.48 -0.59  -0.593
C 1.63 0.79 -0.17  0.223
O 2.95 0.61 -0.46  -0.693
H -3.05 0.17 -0.26  0.200
H -1.68 -0.36 -1.28  0.196
H -2.32 -1.45 -0.04  0.200
H -0.98 1.23 0.56  0.181
H -1.56 0.10 1.75  0.228
H -0.10 -1.71 0.84  0.122
H 1.59 -1.17 -0.50  0.515
H 1.58 0.98 0.91  0.232
H 1.05 1.52 -0.73  0.159
H 3.09 0.65 -1.41  0.476

=====

The evaluated F_max for the records listed, in turn: 5.9; 1.9; 4.0; 1.8 eV/A.
The evaluated highest occupied orbital energy for the records listed, in turn: -9.52; -7.24; -9.10; -6.86 eV.